46
Properties=species:S:1:pos:R:3:forces:R:3:nbo_charge:R:1 method="wB97M-V/def2-TZVPD" orbital_gap_ha=0.2852 de_lowest_kj_mol=392.7 e_lumo_ev=-0.82
O -2.06770 -1.30017 -0.09582 -0.03 -0.19 0.06 -0.5941
C -0.96858 -1.72747 0.18898 0.42 0.14 -0.09 0.6515
N 0.09966 -0.91717 0.48718 0.27 -0.30 0.00 -0.6182
C -0.01142 0.43879 0.71746 0.30 0.56 0.24 0.1542
C 1.03443 1.28624 0.76594 -0.81 -0.19 -0.08 -0.2692
C 2.42400 0.99150 0.47995 0.51 -0.13 -0.10 -0.0236
C 3.41837 1.74394 1.12245 -0.22 -0.22 -0.11 -0.1916
C 4.75319 1.49755 0.89981 0.38 -0.16 -0.17 -0.1698
C 5.12278 0.49579 0.00589 -1.44 0.27 0.22 0.0019
N 6.51150 0.22723 -0.22834 0.72 -0.15 -0.13 0.5265
O 6.79165 -0.68209 -0.98446 0.09 -0.12 -0.10 -0.3814
O 7.32728 0.92193 0.34358 0.15 0.08 0.07 -0.3781
C 4.15626 -0.23647 -0.67601 0.49 0.00 0.04 -0.1571
C 2.82197 0.01153 -0.44079 -0.06 0.22 0.13 -0.2365
C -1.36879 0.90580 1.20712 0.20 0.15 0.20 0.6751
O -1.69908 0.61165 2.34097 -0.06 -0.21 0.12 -0.6167
N -2.05874 1.71640 0.39487 -0.06 0.14 0.00 -0.4319
C -1.70536 1.95493 -0.98908 0.22 0.18 -0.40 -0.2018
C -2.96904 2.08387 -1.84574 -0.02 -0.24 0.07 -0.4122
C -4.01540 1.10197 -1.32853 -0.07 0.11 -0.08 -0.4114
C -4.48416 1.52825 0.06737 0.16 -0.05 -0.02 -0.4069
C -3.34330 2.23169 0.81579 -0.29 0.05 0.33 -0.2268
C -0.63223 -3.15194 0.19370 -1.03 -0.84 -0.25 0.1386
C -1.43014 -4.24364 -0.04315 0.40 0.88 0.12 -0.2230
C -0.60032 -5.37470 0.09846 0.56 0.08 0.13 -0.3144
C 0.63811 -4.89538 0.40768 -0.39 -0.74 -0.13 0.1241
O 0.63388 -3.55844 0.46857 0.17 0.49 0.08 -0.4002
H 0.99869 -1.35562 0.64576 -0.17 0.03 0.01 0.4242
H 0.83099 2.29276 1.10308 -0.13 0.08 0.04 0.2252
H 3.12389 2.51639 1.81647 -0.02 0.08 0.07 0.2211
H 5.52296 2.06202 1.40335 0.01 0.02 0.02 0.2505
H 4.47073 -0.98590 -1.38636 0.00 -0.01 -0.02 0.2478
H 2.08114 -0.52376 -1.01409 -0.04 -0.06 -0.04 0.2225
H -1.09233 2.86337 -1.06827 0.01 -0.12 -0.06 0.1906
H -1.11082 1.10995 -1.34459 -0.06 0.10 -0.02 0.2094
H -2.71696 1.87042 -2.88484 0.03 0.09 -0.01 0.2183
H -3.36220 3.10113 -1.80050 0.01 0.06 -0.06 0.1957
H -3.56233 0.11212 -1.26716 -0.05 -0.01 -0.07 0.2298
H -4.86328 1.04965 -2.01169 0.00 -0.06 -0.02 0.2096
H -5.33307 2.21043 -0.00142 -0.04 0.00 0.03 0.2019
H -4.80004 0.64666 0.62345 -0.07 0.01 0.07 0.2171
H -3.42410 2.07071 1.89142 0.01 0.14 -0.13 0.2480
H -3.35593 3.30828 0.61749 -0.02 -0.04 0.05 0.1873
H -2.47285 -4.21875 -0.28215 -0.22 0.09 -0.05 0.2468
H -0.88296 -6.40078 -0.01360 0.02 -0.23 0.00 0.2366
H 1.56966 -5.39071 0.59981 0.16 0.04 0.04 0.2103